Molecular formula: C36H50Cl2LuN2O8
Method: DFT, the ωB97M-V functional and the def2-TZVPD basis

XYZ file:
```
99
Properties=species:S:1:pos:R:3:mulliken_charge:R:1
C 1.3295 2.4694 -1.3230 -1.01
C 2.0846 -7.5948 -0.4895 -2.13
H 7.3780 -0.9764 1.0348 0.42
H 4.1192 -4.0364 0.2680 0.53
H 2.5411 -7.4267 0.4882 0.42
H 7.1949 -4.3659 2.6064 0.44
H -2.9183 1.9328 -1.6162 0.08
C 2.0597 1.9024 5.9775 -0.57
C 1.7605 -0.3116 -2.6994 -0.97
H 5.8552 -3.4879 3.3605 0.37
H 3.1972 -0.1961 -1.0958 -0.17
H -3.7743 2.2104 0.6218 0.54
H 2.4479 1.6579 6.9567 0.48
H 1.1100 4.6029 4.1531 0.46
C -0.0618 2.3827 -1.9358 -0.67
C -2.6940 2.0627 0.5520 -0.76
H -0.0383 -8.9077 0.4724 0.46
H -0.1355 -1.7109 -3.7575 0.56
C 1.4621 -3.4190 0.1053 -0.08
C 0.4823 2.8857 2.2254 -0.51
C 1.2830 1.1705 3.7645 -0.77
H -1.6399 -5.5439 -0.4097 0.54
H 1.3038 3.1566 -0.4835 0.18
C -1.6985 -1.5108 -2.3146 -1.07
C 6.7887 -3.4827 0.0161 -1.64
H -1.7554 -3.1246 -0.0233 0.59
Lu 0.0398 -0.2293 0.7937 3.07
N 0.2665 -2.8293 0.0548 0.91
C 1.3048 3.5720 4.4244 -1.23
C 1.8111 0.9100 5.0758 0.25
C -0.7233 -4.9818 -0.2916 -0.90
C 2.6008 -2.5518 0.5060 -0.88
H -0.3923 3.4022 -2.1528 0.76
O 0.5876 -0.7801 -2.0538 0.30
C -0.7931 -3.6170 -0.0956 -1.78
H 2.6901 -7.1068 -1.2562 0.42
H -2.5475 -1.3107 -2.9741 0.60
C -0.1541 -7.8286 0.5811 -1.58
C 3.2774 -0.5350 1.3591 -1.49
O -0.9873 -1.4206 1.9583 -0.47
H 3.0118 0.4832 1.6078 0.62
H -1.0159 -7.1736 -1.9594 0.33
C -2.2181 2.3349 -0.8763 -0.76
H -1.6252 -2.5907 -2.1696 0.34
C 0.5207 -5.6094 -0.3125 0.05
O 1.7980 1.2272 -0.8061 -0.04
H -1.1425 -3.1780 3.0211 0.30
H -1.2186 -7.5977 0.5293 0.34
C -3.2437 -0.7529 -0.6902 -0.94
N 2.2991 -1.2904 0.8555 1.36
H -3.7509 -1.7222 -0.7518 0.56
H 2.5995 -5.2302 -0.0241 0.59
H -0.0352 1.8353 -2.8844 -0.03
H 1.4852 0.3255 -3.5476 0.45
C -0.4477 -0.9878 -2.9962 -0.95
O 1.0688 0.2462 2.9377 -0.21
C 0.0338 -7.4628 -1.8952 -1.59
C -3.2946 -0.2683 0.7503 -0.79
C 6.3083 -2.8503 1.3301 1.85
C 6.2129 -3.9257 2.4269 -1.55
C 7.3227 -1.7889 1.7620 -2.02
H -2.2017 2.7564 1.2288 0.21
H 0.2112 -7.5415 1.5685 0.37
H 6.1924 -4.3505 -0.2685 0.33
H -2.9850 -1.0706 1.4131 0.04
Cl 2.1401 -0.7377 5.4825 -0.21
H 3.2830 1.1369 -2.2475 0.63
C 1.6183 -4.7902 -0.0855 -0.44
H 0.2726 3.9579 2.0618 0.25
H 0.5067 -2.5576 2.8587 0.07
C 4.9190 -2.2620 1.1499 0.16
C 1.0387 2.5542 3.4806 1.09
H -0.6700 -0.0412 -3.5022 0.42
H 7.8203 -3.8181 0.1259 0.47
H 0.5797 -6.9634 -2.6979 0.37
C 3.8967 -3.0366 0.6052 -0.57
H 5.5262 -4.7244 2.1421 0.34
H 2.0229 2.8523 -2.0773 0.73
H 7.0743 -1.3731 2.7396 0.39
C -0.5431 -2.2574 2.9858 -0.75
O -2.3409 0.7641 1.0037 -0.19
H -2.1585 3.4167 -1.0226 0.72
O -0.9472 1.7392 -1.0412 0.29
C 1.8083 3.2506 5.6457 0.12
H -0.6222 -1.7699 3.9612 0.30
C 4.5734 -0.9758 1.5470 -0.70
Cl 2.1563 4.4766 6.8200 -0.22
H 2.3408 -1.1541 -3.0898 0.45
H 6.7528 -2.7576 -0.7993 0.36
H -4.3042 0.0673 0.9986 0.57
H 2.1096 -8.6669 -0.6845 0.44
O -1.8775 -0.8640 -1.0698 0.50
H -3.7513 -0.0605 -1.3706 0.42
C 2.6017 0.4778 -1.7029 -0.42
C 0.6341 -7.1094 -0.5254 2.02
H 8.3110 -2.2415 1.8380 0.44
H 0.0972 -8.5396 -2.0572 0.46
H 5.2899 -0.3020 1.9923 0.52
O 0.2131 2.0937 1.3087 -0.59
```

E_tot   -116167.7604 eV
HOMO energy   -0.3572 Eh
Lowest unoccupied orbital energy   -0.0900 hartree
Net charge   +1


Molecular formula: C36H50N8O10P2RbS
Method: DFT, the ωB97M-V functional and the def2-TZVPD basis

XYZ file:
```
108
Properties=species:S:1:pos:R:3:mulliken_charge:R:1
C 3.4149 -0.3336 -3.0297 -0.50
O 0.3170 3.1360 2.8200 -0.23
H -3.4769 3.6862 4.1058 0.31
H -1.0666 4.7774 -3.4828 0.34
H -0.4925 4.3063 4.9963 0.34
H 4.4028 -5.4563 1.8355 0.23
H 0.1691 3.7902 -0.0334 0.42
P -1.1859 2.0775 -1.0450 0.15
H -5.3535 3.0963 1.7989 0.43
H -2.4201 -1.4136 2.5681 0.33
C -1.3892 -4.5161 0.1973 0.28
O -0.8896 1.0424 2.1408 -0.27
H -0.4932 6.0191 -2.3532 0.53
H -0.1227 5.9859 4.5509 0.49
H -1.4101 5.1028 3.7008 0.06
N 1.6267 -2.8439 -4.7475 -0.07
H 1.3609 -3.4050 -5.5353 0.18
O -0.2452 1.8877 -2.3078 0.39
O -1.9374 0.8774 -0.6337 -0.90
H -4.3069 4.5325 1.7633 0.31
O 3.3084 -5.1160 5.4650 -0.82
P -0.6787 2.4621 1.8139 -0.09
C 3.7508 -5.2897 4.2947 0.72
N 2.0481 -3.3630 1.5186 0.19
O 1.2071 -3.0154 5.0865 -0.55
C 4.1838 -0.2130 -5.3335 -0.35
H -1.9747 -4.6665 -1.8111 0.36
H 0.3230 -4.9186 -3.6476 0.35
C -0.0345 2.7384 0.1576 1.94
C -1.0830 -4.8969 -1.2146 -0.66
H 1.5724 4.4804 3.6079 0.38
C -3.2899 2.6874 2.1994 0.97
C 3.3415 -4.1750 -0.4639 -0.85
H -1.6352 4.9532 -0.4823 -0.63
H -1.7078 2.2056 -3.7495 0.38
H 1.4723 5.0985 1.2409 -0.02
O 4.6322 -6.0811 3.9341 -0.77
C -1.1657 0.1343 -3.7369 -1.40
C -0.7581 4.9643 -2.4495 -1.33
H 3.1830 -5.1832 -0.8559 0.31
C 3.1838 2.5953 -0.0780 0.27
O -2.2098 3.2291 -1.4537 -0.58
H 0.2106 -3.3163 -1.2171 -0.07
H 2.7103 -3.4884 -1.0196 -0.04
H 1.8966 -3.7522 5.3824 0.38
C -2.3175 -2.4489 2.8752 -0.19
C 4.2134 0.2395 -4.0051 -0.67
H 4.8692 1.0594 -3.7337 0.46
O 0.4647 -1.9293 3.3439 -0.41
H -1.1401 -6.3882 1.1494 0.23
H 3.3252 -1.5916 -6.7556 0.41
H 1.0767 1.3360 -4.6390 0.03
C 2.5553 -1.8148 -4.7369 0.74
H -0.9219 -5.9756 -1.2775 0.26
C -3.4388 2.6671 3.7074 -1.57
H 0.9092 6.4412 2.2467 0.53
H -3.2702 1.6693 1.8141 -0.04
C -2.4883 -2.8333 4.1890 -0.56
N 3.6309 -4.8156 1.9302 0.00
H -3.0157 6.4104 -1.9538 0.39
C -2.2852 -4.1624 4.5951 -0.50
H 3.4325 0.0210 -2.0047 0.46
C -1.7578 -4.7440 2.3718 0.45
H 0.1387 4.3753 -2.2507 0.18
C 0.2302 2.0279 -4.6418 -1.36
C 0.1037 -3.9843 -3.1220 -0.90
H 4.3886 -3.9069 -0.6285 0.42
N -1.4293 -5.4298 1.2138 -0.06
S 3.6539 4.1472 -0.4002 -0.54
N 1.6749 -2.1262 -2.6394 -0.09
C 3.3473 -1.2439 -5.7289 -1.26
H -0.2643 -0.4733 -3.6241 0.15
C 1.2066 -2.7829 3.8074 0.14
H -4.2744 3.3649 0.4157 0.07
C -0.8067 1.6029 -3.6260 0.75
H -2.7390 -2.0878 4.9344 0.37
H 4.8215 0.2622 -6.0694 0.38
C 3.1144 -4.5193 3.1546 -0.01
H -0.2805 5.4523 1.3958 0.05
C 0.5912 4.5288 3.1451 0.56
H -0.2146 2.0394 -5.6404 0.41
C -1.8988 4.6422 -1.4959 1.85
N 0.0947 -4.1992 -1.6956 0.17
H 0.6075 3.0269 -4.4117 0.36
H -2.3955 -4.4186 5.6415 0.35
C 2.9916 -4.0975 0.9842 0.14
H -1.7463 -6.1679 4.0123 0.38
Rb 0.3569 -0.6141 0.8050 0.53
C 2.1212 -3.5777 2.8986 0.18
H 0.9280 2.1959 0.0723 -1.67
O -2.0166 3.3315 1.8349 0.13
C 0.6796 5.4243 1.9224 -0.81
C 2.5767 -1.3779 -3.4113 -0.02
H -1.8807 -0.1575 -2.9661 0.41
C -4.3722 3.4724 1.4978 -1.24
C -1.9189 -5.1452 3.6945 -1.07
H -3.4930 4.9744 -2.8844 0.38
N 2.7689 1.5168 0.1169 -0.80
H -4.3651 2.1526 3.9758 0.47
C -0.4244 5.0097 4.1631 -1.20
N -1.6840 -3.3097 0.5879 -0.62
H -1.6019 -0.0546 -4.7215 0.45
C -1.9392 -3.4260 1.9562 0.63
C -3.1791 5.3315 -1.9004 -1.60
H -0.8678 -3.6301 -3.5012 0.42
C 1.1513 -2.9767 -3.4698 0.33
H -2.6063 2.1325 4.1702 0.36
H -3.9783 5.1331 -1.1849 0.32
```

E_tot   -100620.6109 eV
HOMO energy   -0.1940 Eh
Lowest unoccupied orbital energy   0.0628 hartree
Net charge   -1
Relative energy (zero: lowest compared OMol25 entry of this formula, charge and spin)   129.5 kJ/mol